Computed, not measured: a molecular structure, C36H67CrF3NaO20 in a non-equilibrium geometry, with wB97M-V/def2-TZVPD.

Computed properties:
Charge = +1
E_tot = -4422.97327 Eh
HOMO (alpha / beta) = -10.3 / -10.4 eV
Lowest unoccupied orbital energy (alpha / beta) = -2.5217 / -2.5795 eV
Orbital gap (alpha / beta) = 0.286 / 0.289 Ha
Multiplicity = 5

Geometry as XYZ:
```
128
Properties=species:S:1:pos:R:3:forces:R:3:lowdin_spin:R:1
Cr -2.5721 -0.3752 2.6756 0.527 -0.195 1.247 3.7643
Na 3.6686 1.8844 -1.9207 0.068 0.166 0.604 0.0001
C -0.4345 0.5873 -0.6229 0.216 0.251 2.068 0.0085
C 0.8343 1.1467 -0.6735 3.941 0.565 -1.413 0.0048
C 1.7096 1.3284 0.6058 1.669 -0.229 -0.053 0.0018
O 2.9624 1.2649 0.4627 -2.490 0.645 0.081 0.0039
C 1.0107 1.4604 1.8362 -0.279 -0.389 -0.098 0.0036
C -0.1647 0.7797 1.9459 -0.870 -1.091 -0.480 0.0050
C -0.9134 0.3087 0.6336 -0.507 -0.373 1.110 0.0081
O -2.0272 -0.3445 0.8658 1.202 0.737 -1.287 0.0270
O -0.6933 0.3805 3.0678 -0.673 0.273 -1.577 0.0140
O 1.5193 1.4004 -1.7069 -2.344 -0.089 0.855 0.0130
H -0.9499 0.4117 -1.4975 -1.249 -0.527 -1.701 0.0006
H 1.4521 1.6762 2.7733 0.917 0.298 0.575 0.0001
C 2.0206 3.8685 -4.8219 -0.457 0.438 2.619 0.0000
C 3.3596 3.2259 -5.0946 -0.556 0.742 -2.287 0.0000
C 4.2243 4.2542 -5.8658 0.634 -0.390 -0.303 0.0000
O 3.9926 2.7704 -3.9504 0.151 -0.419 0.996 0.0000
H 1.4321 3.3876 -3.9810 0.726 0.167 -0.954 0.0000
H 1.4025 3.8631 -5.6923 -0.318 0.014 -0.671 0.0000
H 2.1588 4.9274 -4.4970 -0.092 -0.654 -0.245 0.0000
H 3.1716 2.3856 -5.7826 0.087 -0.030 0.254 0.0000
H 4.7670 3.8383 -6.7437 -0.565 0.129 0.462 0.0000
H 5.0140 4.7270 -5.2583 -0.535 -0.171 0.160 0.0000
H 3.5253 5.0147 -6.1809 0.260 0.419 -0.486 0.0000
H 4.7754 2.3423 -4.2847 0.733 -0.228 0.194 0.0000
C 1.9881 -1.5496 -6.7979 0.477 -0.821 0.708 0.0000
C 1.6885 -0.4350 -5.8494 0.362 2.687 -0.960 0.0000
C 0.4114 0.3591 -6.1015 0.246 -0.275 -0.615 0.0000
O 1.4900 -0.9702 -4.5899 0.666 -2.241 0.626 0.0000
H 1.1017 -2.2019 -6.8448 0.391 0.086 -0.324 0.0000
H 2.7998 -2.0967 -6.2820 -0.315 -0.167 -0.535 0.0000
H 2.3680 -1.2435 -7.7772 -0.393 0.066 0.177 0.0000
H 2.5646 0.3047 -5.8501 -0.806 -0.891 0.068 0.0000
H 0.3394 0.9968 -5.2472 -0.524 0.685 0.500 0.0000
H -0.3966 -0.3569 -6.0926 -0.427 -0.176 0.148 0.0000
H 0.2996 0.9651 -6.9947 0.460 0.037 -0.296 0.0000
H 1.2621 -0.3239 -3.9406 -0.165 0.963 0.505 0.0000
C -3.3132 0.0383 7.1518 0.354 -0.552 -1.475 -0.0002
C -2.4754 -0.4720 5.9263 -2.128 -0.708 0.629 0.0042
C -2.4502 -2.0023 5.8938 1.078 0.366 -0.809 0.0055
O -3.0027 0.0068 4.6181 -1.326 0.529 0.662 0.0379
H -3.6099 1.0937 6.9886 0.295 -0.523 0.496 0.0001
H -2.7528 -0.1797 8.0829 -0.271 0.478 -0.628 -0.0001
H -4.1900 -0.6073 7.1607 -0.360 0.259 0.225 0.0000
H -1.5040 -0.1108 6.0043 1.690 0.860 -0.188 0.0004
H -1.7162 -2.4018 5.1613 -0.163 0.411 0.370 0.0033
H -3.3881 -2.3885 5.5736 -1.050 -0.251 -0.032 0.0003
H -2.1911 -2.4073 6.8629 0.016 0.071 0.240 0.0002
H -3.7872 0.6356 4.5980 1.384 -0.975 0.707 0.0032
C -1.9673 -3.4961 -1.6651 2.055 -2.617 0.001 0.0001
C -1.2640 -4.0927 -0.4124 0.065 -0.510 -1.028 0.0002
C -1.0065 -5.6543 -0.4500 -1.058 1.421 -0.208 0.0000
O 0.0174 -3.4721 -0.3093 0.173 -0.115 0.229 0.0002
H -1.1875 -3.4118 -2.4248 0.032 -0.035 -0.113 0.0000
H -2.2691 -2.5400 -1.4409 -1.214 2.271 0.351 0.0000
H -2.7108 -4.1495 -2.0901 -0.680 -0.004 0.120 0.0000
H -1.8535 -3.8068 0.4634 0.022 -0.344 0.201 0.0004
H -1.6972 -6.1195 0.2554 0.015 -0.216 -0.229 0.0000
H -0.0113 -5.8335 -0.1069 0.674 -0.113 0.268 0.0000
H -1.1162 -6.1026 -1.4533 -0.067 0.355 0.422 0.0000
H -0.0699 -2.5113 -0.3516 -0.312 -0.144 0.130 0.0000
C 6.2235 1.2387 -0.2195 2.033 2.991 0.001 0.0000
C 6.3628 2.8302 -0.2027 -2.827 -1.098 -0.416 0.0000
C 7.7471 3.3823 -0.3982 0.033 -0.177 1.620 0.0000
O 5.4788 3.3285 -1.2832 0.063 -1.650 0.448 0.0000
H 7.1072 0.9243 0.3276 -0.190 -0.632 0.205 0.0000
H 6.3642 0.9592 -1.2356 0.133 -0.550 -1.017 0.0000
H 5.3342 0.8323 0.1795 -0.813 0.014 0.577 0.0000
H 5.8182 3.1933 0.6957 1.026 -0.140 -0.060 0.0000
H 8.1656 3.1782 -1.3942 -0.153 0.259 0.389 0.0000
H 8.2957 2.8413 0.3780 0.629 0.025 -0.327 0.0000
H 7.8082 4.4338 -0.0319 -0.051 -0.502 -0.901 0.0000
H 5.8019 4.1921 -1.4411 0.116 1.471 -0.565 0.0000
C -4.8751 -3.6738 1.3713 0.742 -2.004 1.407 0.0003
C -4.4426 -2.3391 0.8806 0.690 0.490 0.939 0.0046
C -5.3505 -1.7283 -0.1249 -0.151 -1.133 -0.328 0.0004
O -4.3483 -1.3556 2.0398 -0.861 -0.109 -0.980 0.0295
H -5.9063 -3.8155 1.7605 0.612 0.522 -0.427 0.0000
H -4.1739 -4.0913 2.1334 -0.493 0.883 0.156 0.0003
H -4.6520 -4.4688 0.6588 -0.542 0.311 -0.825 0.0000
H -3.4174 -2.3717 0.4910 -0.335 -0.074 0.083 0.0013
H -6.3437 -1.5737 0.2300 -1.022 -0.446 0.537 0.0001
H -5.3879 -2.3744 -1.0102 0.026 0.471 0.023 0.0000
H -5.0249 -0.7547 -0.3116 0.923 1.549 -1.105 0.0001
H -5.0260 -0.7045 1.7608 0.516 -0.116 0.842 0.0033
C 0.6359 -0.8594 10.6445 -1.554 0.739 0.126 0.0000
C -0.1776 -0.5379 9.3902 -1.293 -1.251 0.058 0.0000
C 0.6959 -0.1804 8.2437 -0.068 -0.997 -1.792 0.0000
O -1.1085 -1.6342 9.0444 -0.421 2.295 0.194 0.0000
H 1.2628 0.0048 10.9237 -0.601 -0.272 0.319 0.0000
H 1.3184 -1.6284 10.4092 0.845 -1.103 -0.363 0.0000
H -0.0629 -1.2586 11.4149 0.733 0.732 -0.147 0.0000
H -0.9435 0.2276 9.5058 0.422 0.443 0.549 0.0000
H 1.6033 -0.7608 8.1927 0.481 -0.373 0.352 0.0000
H 0.9938 0.8371 8.3153 0.166 1.009 -0.211 0.0000
H 0.2236 -0.4222 7.2555 0.077 0.697 0.875 0.0000
H -0.6997 -2.4628 9.0424 1.320 -1.926 0.096 0.0000
C -4.7018 0.0696 -5.6970 -1.791 -0.591 -2.472 0.0000
C -3.3854 0.7109 -6.1953 -0.367 -0.588 2.544 0.0000
O -2.6253 0.6728 -4.9525 -0.641 -0.290 -0.966 0.0000
C -3.4539 0.4594 -3.8921 0.605 1.191 0.704 0.0000
O -3.0514 0.6024 -2.7660 -0.979 -0.606 -0.912 0.0000
O -4.7328 0.2154 -4.2952 1.485 -0.070 0.420 0.0000
F -3.6126 2.0103 -6.4876 0.238 0.126 -0.379 0.0000
H -4.8455 -1.0142 -6.0092 0.527 1.192 0.566 0.0000
H -5.5844 0.6220 -6.1451 1.065 -0.502 0.610 0.0000
H -2.8068 0.2076 -6.9686 -0.182 0.169 -0.006 0.0000
C -3.2764 2.9870 0.0289 -2.819 -0.068 -2.198 0.0004
C -2.3301 3.5397 1.0119 -0.663 1.079 0.280 0.0003
O -2.6041 2.7403 2.1138 0.508 0.227 1.449 0.0069
C -3.8329 2.2396 2.0491 -0.299 0.283 -2.435 0.0121
O -4.3485 1.5948 2.8865 -0.927 -1.230 2.131 0.0264
O -4.3846 2.4179 0.8407 1.918 0.327 0.090 0.0017
F -2.5989 4.8622 1.3164 0.257 -0.723 -0.064 0.0002
H -2.8059 2.2356 -0.6008 -0.102 -0.483 0.263 0.0002
H -3.8700 3.6274 -0.6536 1.101 0.334 0.459 0.0000
H -1.3021 3.4007 0.7863 0.947 0.257 -0.297 0.0000
C 2.4287 -2.2144 -1.1983 -0.715 0.977 0.017 0.0001
C 3.4565 -1.6115 -2.1719 -0.008 -1.561 0.090 0.0000
O 4.5801 -1.5800 -1.3309 0.748 0.337 -1.102 0.0000
C 4.2193 -1.5181 -0.0347 -0.503 -0.075 1.932 0.0000
O 4.9430 -1.2934 0.8814 0.089 -0.143 -0.615 0.0000
O 2.8978 -1.7741 0.1157 0.502 -0.848 -1.624 0.0000
F 3.1478 -0.3243 -2.5301 0.380 -0.166 -0.139 0.0002
H 2.4334 -3.3180 -1.3381 -0.307 0.799 0.545 0.0000
H 1.4377 -1.7188 -1.2478 0.610 -0.746 -0.671 0.0001
H 3.6633 -2.2335 -3.1128 -0.278 1.119 1.432 0.0000
```
Positions in Å, forces in eV/Å.